1.
C3H5NO2S2 | wB97M-V/def2-TZVPD

Last column: Löwdin charge in e.
CARTESIAN COORDINATES (ANGSTROEM)
S1 -3.46071 0.03143 -0.08310  0.737
S2 0.72757 -1.51038 -0.35861  0.907
O1 0.46486 1.76455 -0.36051  0.016
O2 -1.93770 -2.23844 -0.20582  0.005
N1 -0.64311 0.99161 -0.23584  -0.066
C1 -1.98131 -1.07069 -0.04820  -0.790
C2 -0.63899 -0.30543 -0.16339  -0.539
C3 2.20001 -0.44407 0.21044  -0.349
H1 -2.45064 0.98758 0.40618  -0.057
H2 3.01509 -1.09675 0.46246  0.014
H3 1.96266 -0.01206 1.23402  0.063
H4 2.52257 0.27679 -0.49071  0.005
H5 0.21970 2.62589 -0.36691  0.054

The LUMO energy comes out at -0.048 eV. The SMILES is CS/C(=N\O)C(=O)S. The calculation puts the relative energy (zero: lowest compared OMol25 entry of this formula, charge and spin) at 3.5192 eV. As for the HOMO energy: -0.33689 hartree.

2.
C3H5NO2S2 | wB97M-V/def2-TZVPD

Last column: Löwdin charge in e.
CARTESIAN COORDINATES (ANGSTROEM)
S1 -1.47478 1.08615 1.32911  0.806
S2 -2.06771 0.93577 -1.59415  0.675
O1 0.78093 -2.51051 0.10563  0.127
O2 -0.12640 -1.32140 1.67516  0.009
N1 0.18508 -1.59221 0.51968  -0.414
C1 -1.19434 0.46808 -0.28990  -1.141
C2 -0.01145 -0.46157 -0.47905  -0.300
C3 1.39374 0.43494 -0.17940  0.002
H1 1.39167 1.10509 -1.01572  0.061
H2 1.31374 1.03636 0.83428  0.110
H3 0.05377 -0.87018 -1.47812  0.121
H4 -2.49489 1.85334 0.86666  -0.108
H5 2.25064 -0.16386 -0.29420  0.052

The LUMO energy comes out at -0.783 eV. The SMILES is C[C@H](C(=S)S)[N+](=O)[O-]. The calculation puts the relative energy (zero: lowest compared OMol25 entry of this formula, charge and spin) at 4.3651 eV. As for the HOMO energy: -0.33906 hartree.

3.
C3H5NO3 | wB97M-V/def2-TZVPD

Last column: Löwdin charge in e.
CARTESIAN COORDINATES (ANGSTROEM)
O1 0.13324 1.98810 0.55393  0.084
O2 -0.95944 -2.39309 0.98679  0.043
O3 1.93967 0.85441 -0.14707  0.161
N1 -0.88202 -0.74961 -0.58187  0.039
C1 -0.14540 0.34229 -1.21585  -0.088
C2 -0.75718 -1.24188 0.68234  -0.361
C3 0.77255 1.05983 -0.22446  -0.509
H1 -0.85300 1.05851 -1.62982  0.122
H2 -1.17908 -1.47442 -1.22186  0.143
H3 0.47850 -0.05546 -2.01384  0.130
H4 -0.58767 1.58275 1.04932  0.103
H5 -0.51353 -0.50588 1.46374  0.131

The LUMO energy comes out at 0.524 eV. The SMILES is O=CNCC(=O)O. The calculation puts the relative energy (zero: lowest compared OMol25 entry of this formula, charge and spin) at 1.3246 eV. As for the HOMO energy: -0.38092 hartree.

4.
C3H5NO3 | wB97M-V/def2-TZVPD

Last column: Löwdin charge in e.
CARTESIAN COORDINATES (ANGSTROEM)
O1 0.96270 1.88266 -0.50136  -0.032
O2 -2.27330 -0.79075 -0.12105  0.061
O3 -1.67753 1.20569 0.32863  0.072
N1 -1.40486 0.03291 0.11508  -0.344
C1 0.01488 -0.41901 0.06499  -0.120
C2 1.08241 0.73792 0.26513  -0.205
C3 0.08876 -1.70080 -0.24242  0.133
H1 0.00331 2.10753 -0.40670  0.089
H2 1.02869 -2.21751 -0.48008  0.099
H3 2.03188 0.41625 0.13443  0.090
H4 0.95204 0.90543 1.29531  0.105
H5 -0.80898 -2.16032 -0.45195  0.050

The LUMO energy comes out at -0.753 eV. The SMILES is C=C(CO)[N+](=O)[O-]. The calculation puts the relative energy (zero: lowest compared OMol25 entry of this formula, charge and spin) at 5.3893 eV. As for the HOMO energy: -0.39741 hartree.

5.
C3H5NO3 | wB97M-V/def2-TZVPD

Last column: Löwdin charge in e.
CARTESIAN COORDINATES (ANGSTROEM)
O1 -1.45066 -2.14444 2.12538  0.083
O2 -0.05234 1.61752 -0.77464  -0.001
O3 -2.43602 -1.27021 0.41820  0.024
N1 -1.42940 -1.65614 1.01575  -0.436
C1 0.91416 -1.78468 0.48526  0.048
C2 -0.22906 -1.16832 0.55526  -0.119
C3 -0.66898 1.02840 0.28886  0.026
H1 -1.55164 0.46177 0.05063  0.049
H2 1.67001 -1.27518 0.01310  0.028
H3 -0.37267 1.40515 1.24244  0.097
H4 0.72307 2.14138 -0.51533  0.115
H5 0.94560 -2.88271 0.45976  0.085

The LUMO energy (alpha / beta) comes out at -0.383 / -0.382 eV. The calculation puts the relative energy (zero: lowest compared OMol25 entry of this formula, charge and spin) at 8.0709 eV. As for the HOMO energy (alpha / beta): -0.34368 / -0.34370 hartree.

6.
C3H5NO3 | wB97M-V/def2-TZVPD

Last column: Löwdin charge in e.
CARTESIAN COORDINATES (ANGSTROEM)
O1 -1.32711 -0.12963 1.22616  0.128
O2 -2.21620 0.28672 -0.85392  0.116
O3 -0.21272 -0.98355 -0.58768  -0.020
N1 0.36168 1.52411 -0.06714  0.096
C1 -1.14511 -0.10443 -0.09877  -0.469
C2 1.13239 -0.76745 -0.06494  -0.122
C3 1.32355 0.78713 0.07916  -0.310
H1 2.02402 -1.22090 -0.66042  0.145
H2 -1.32057 0.69214 1.68790  0.116
H3 1.15687 -1.28818 0.85362  0.089
H4 -2.10136 0.22323 -1.84165  0.160
H5 2.32457 0.98082 0.32769  0.071

The LUMO energy comes out at 0.615 eV. The calculation puts the relative energy (zero: lowest compared OMol25 entry of this formula, charge and spin) at 4.2492 eV. As for the HOMO energy: -0.29125 hartree.

7.
C3H5NO3 | wB97M-V/def2-TZVPD

Last column: Löwdin charge in e.
CARTESIAN COORDINATES (ANGSTROEM)
O1 -0.32636 -1.54524 1.54695  0.137
O2 -0.29989 0.05814 -0.75006  -0.236
O3 1.58481 -1.35318 2.57381  0.055
N1 0.74579 0.68551 -0.31074  0.049
C1 -1.09040 0.79969 -1.62250  -0.104
C2 0.81697 -0.84281 1.70245  -0.458
C3 1.20574 0.35380 0.93815  0.037
H1 -1.87956 1.60401 -1.28610  0.123
H2 -1.80725 -0.17657 -1.95413  0.143
H3 -0.64843 0.87725 -2.69372  0.109
H4 -0.45528 -1.13697 0.69939  0.055
H5 2.15386 0.67636 1.15648  0.091

The LUMO energy comes out at -0.653 eV. The SMILES is CO/N=C\C(=O)O. The calculation puts the relative energy (zero: lowest compared OMol25 entry of this formula, charge and spin) at 5.4608 eV. As for the HOMO energy: -0.37841 hartree.

8.
C3H5NO3 | wB97M-V/def2-TZVPD

Last column: Löwdin charge in e.
CARTESIAN COORDINATES (ANGSTROEM)
O1 0.59779 -0.88353 -1.80892  0.057
O2 1.31821 0.91770 -0.62565  0.009
O3 -1.36790 0.26838 2.08522  0.085
N1 -1.19810 -1.15835 0.10482  0.164
C1 1.36316 0.15601 -1.57243  -0.385
C2 -0.97372 -0.23977 0.93183  -0.462
C3 -0.18255 0.87790 1.31150  0.015
H1 -0.37664 1.86416 0.90333  0.120
H2 -1.96581 -1.78125 0.34007  0.097
H3 0.78133 0.71550 1.78075  0.120
H4 2.11214 0.29569 -2.36302  0.134
H5 -0.10792 -1.03245 -1.08748  0.046

The LUMO energy comes out at 0.763 eV. The SMILES is [H]/N=C1/CO1.O=CO. The calculation puts the relative energy (zero: lowest compared OMol25 entry of this formula, charge and spin) at 2.5363 eV. As for the HOMO energy: -0.38372 hartree.